No. 1
Below is an isolated molecule of C3H4O at a distorted geometry, with properties calculated with wB97M-V/def2-TZVPD.

Geometry as XYZ:
```
8
Properties=species:S:1:pos:R:3:forces:R:3
C -0.1500 -0.4479 1.4105 1.5145 0.0477 2.1563
C -0.1696 -0.8813 0.1943 -0.1886 -2.0780 -3.4955
C 0.1319 0.0877 -0.9520 0.4622 1.3873 -0.3635
H -0.0412 -1.2292 2.1942 -0.6944 1.1208 -0.1797
H 0.1345 0.5978 1.5321 -0.4097 -0.2269 0.5903
H -0.3128 -1.9875 0.0156 0.2504 1.4037 -0.2023
H 0.5050 -0.2751 -2.0570 -1.0117 0.4471 2.5270
O 0.1051 1.2929 -0.7002 0.0773 -2.1017 -1.0326
```
Positions in Å, forces in eV/Å.

Its calculated total energy is -191.8864 Eh. The value obtained for the HOMO-LUMO gap is 10.3 eV. The HOMO energy is -0.3711 Ha. The charge is 0.

No. 2
Below is an isolated molecule of C3H4O, with properties calculated with wB97M-V/def2-TZVPD.

Geometry as XYZ:
```
8
Properties=species:S:1:pos:R:3:forces:R:3
O -1.0384 -1.0408 1.4317 -0.1779 -0.0858 -0.1866
C -0.0972 -0.0947 1.1338 0.2372 0.2788 -0.1085
C 0.1460 0.3888 -0.0575 0.0666 -0.0994 0.0428
C 0.4928 0.7532 -1.2630 0.0177 -0.0390 0.1163
H -1.5446 -1.2122 0.6259 0.0478 -0.0945 0.1660
H 0.4536 0.2270 2.0118 -0.1403 0.0591 -0.0986
H 1.3114 0.2302 -1.7533 -0.1634 0.0383 -0.1142
H 0.0137 1.5655 -1.8068 0.1123 -0.0575 0.1827
```
Positions in Å, forces in eV/Å.

Its calculated total energy is -191.8726 Eh. The value obtained for the HOMO-LUMO gap is 9.7 eV. The HOMO energy is -0.3277 Ha. The charge is 0.

No. 3
Below is an isolated molecule of C3H4O at a distorted geometry, with properties calculated with wB97M-V/def2-TZVPD.

Geometry as XYZ:
```
8
Properties=species:S:1:pos:R:3:forces:R:3
C 1.5947 -0.4348 0.0204 -1.6548 -1.3851 2.0071
C 0.6444 0.5038 -0.0957 0.7143 2.6514 -1.1427
C -0.8415 0.4359 0.0972 -0.4751 -0.0088 1.3315
H 2.6356 -0.0756 -0.0189 -0.5084 -0.8279 -0.1749
H 1.2569 -1.5083 0.4862 1.2316 2.6854 -1.5440
H 0.9587 1.6143 -0.3856 -0.4759 -2.4229 0.6614
H -1.2514 1.5306 0.6275 0.5181 -2.8750 -1.5473
O -1.4981 -0.5737 -0.1051 0.6502 2.1829 0.4089
```
Positions in Å, forces in eV/Å.

Its calculated total energy is -191.8699 Eh. The value obtained for the HOMO-LUMO gap is 10.2 eV. The HOMO energy is -0.3721 Ha. The charge is 0.

No. 4
Below is a structure of composition C3H4O at a distorted geometry, with properties calculated with wB97M-V/def2-TZVPD.

Geometry as XYZ:
```
8
Properties=species:S:1:pos:R:3:forces:R:3
C -0.3369 -0.7375 0.1176 -0.9940 -0.3135 -1.7170
C -0.0564 0.7684 -0.0777 -1.8418 2.3000 -1.4541
C 1.1007 -0.7962 -0.1320 3.0461 -0.9020 0.4953
O 1.3542 0.5125 0.0889 -0.7576 -1.2520 0.5942
H -0.5392 -0.8912 1.1712 -0.1794 -0.3999 0.0840
H -0.8968 -1.4652 -0.6090 0.5742 1.7591 1.5431
H -0.6058 1.5257 0.6228 1.3878 -1.1137 -1.2779
H -0.0197 1.0836 -1.1817 -1.2354 -0.0780 1.7324
```
Positions in Å, forces in eV/Å.

Its calculated total energy is -191.7864 Eh. The value obtained for the HOMO-LUMO gap is 9.1 eV. The HOMO energy is -0.3111 Ha. The charge is 0.

No. 5
Below is an isolated molecule of C3H4O at a distorted geometry, with properties calculated with wB97M-V/def2-TZVPD.

Geometry as XYZ:
```
8
Properties=species:S:1:pos:R:3:forces:R:3
C -0.8875 0.0149 -0.1460 -8.7926 -1.3290 0.8287
C 0.3252 0.7942 -0.0764 -1.7317 -1.2868 2.7399
C 0.3017 -0.7798 0.0604 -0.1439 0.9628 -1.4987
O -2.2416 -0.0825 -0.0793 8.4547 1.0909 -0.6725
H 1.0104 1.1806 -0.6990 1.5609 1.6040 -2.7642
H 0.2911 1.3086 0.8937 0.2495 -0.1887 -0.2116
H 0.6988 -1.1648 0.9522 -0.0894 -0.9573 0.9623
H 0.5018 -1.2711 -0.9056 0.4926 0.1041 0.6159
```
Positions in Å, forces in eV/Å.

Its calculated total energy is -191.8315 Eh. The value obtained for the HOMO-LUMO gap is 10.2 eV. The HOMO energy is -0.3617 Ha. The charge is 0.

No. 6
Below is a cluster of 2 separate species, C3H4O in total at a distorted geometry, with properties calculated with wB97M-V/def2-TZVPD.

Geometry as XYZ:
```
8
Properties=species:S:1:pos:R:3:forces:R:3
C -0.8698 -0.6809 0.3884 0.6045 1.5259 -1.0100
C -0.8928 -0.1827 -0.8442 0.7667 0.3700 1.7682
C -0.1858 0.5581 0.1600 1.5638 -2.2919 -1.2582
O 2.0119 0.2481 -0.1811 -2.9188 0.3650 0.0889
H -1.1325 -1.4416 1.0799 -0.1014 -0.3987 0.3079
H -1.1606 -0.2630 -1.8683 -0.1627 -0.0356 -0.4535
H -0.0630 1.5436 0.5314 0.0895 0.4687 0.1876
H 2.2927 0.2184 0.7339 0.1584 -0.0035 0.3691
```
Positions in Å, forces in eV/Å.

Its calculated total energy is -191.7551 Eh. The value obtained for the HOMO-LUMO gap is 9.2 eV. The HOMO energy is -0.3148 Ha. The charge is 0.

No. 7
Below is an isolated molecule of C3H4O at a distorted geometry, with properties calculated with wB97M-V/def2-TZVPD.

Geometry as XYZ:
```
8
Properties=species:S:1:pos:R:3:forces:R:3
C 0.0143 0.8177 -0.5136 0.1423 -4.1316 1.7721
C -0.7333 -0.1289 0.3441 -0.0119 -1.7407 -0.5616
C 0.7587 -0.3458 0.0313 -2.0557 2.3418 2.8585
O 0.0117 1.8715 -1.0403 0.1714 5.2481 -2.2164
H -1.2244 0.0821 1.3490 0.9092 -0.1058 -1.2629
H -1.2147 -0.8488 -0.3815 -0.6659 0.6927 1.3575
H 0.9003 -1.1121 -0.5848 0.7355 -3.0585 -3.0079
H 1.4874 -0.3357 0.7958 0.7751 0.7539 1.0608
```
Positions in Å, forces in eV/Å.

Its calculated total energy is -191.7361 Eh. The value obtained for the HOMO-LUMO gap (spin up / spin down) is 6.8 / 10.0 eV. The HOMO energy (spin up / spin down) is -0.2107 / -0.4388 Ha. The charge is 0. As for the multiplicity: 3.

No. 8
Below is a structure of composition C3H4O2 at a distorted geometry, with properties calculated with wB97M-V/def2-TZVPD.

Geometry as XYZ:
```
9
Properties=species:S:1:pos:R:3:forces:R:3
O -1.4019 -1.3131 0.7374 0.3239 0.1187 -0.1388
C -0.6187 -0.5198 0.2820 -0.5730 0.5691 1.5916
C -0.5349 0.4989 -0.7813 0.0553 -1.6325 -1.0560
O 0.6662 1.0394 -0.3641 0.2835 -0.1325 0.0972
C 0.8068 0.0020 0.6282 0.1997 -0.0459 0.4986
H -1.1341 1.1717 -1.4178 -0.1321 -0.9979 0.2805
H -0.2659 -0.7288 -1.1658 -0.1045 2.2635 -1.5485
H 1.7250 -0.5640 0.4480 -0.3581 -0.2137 0.1652
H 0.7574 0.4137 1.6335 0.3053 0.0713 0.1103
```
Positions in Å, forces in eV/Å.

Its calculated total energy is -267.0720 Eh. The value obtained for the HOMO-LUMO gap is 10.2 eV. The HOMO energy is -0.3458 Ha. The charge is 0.

> Look up the calculated total energy of the eighth one.

-267.0720 Eh

> What is the formula in the eighth record?

C3H4O2